Version w
C38H47N6O3Si3Ti | ωB97M-V with the def2-TZVPD basis set

Atoms and positions in Å:
Ti  -0.255  0.306  -0.301
O  2.899  3.162  -0.280
C  1.759  2.732  -0.144
N  1.135  1.771  -0.881
C  1.627  1.511  -2.195
C  2.717  2.128  -2.814
C  3.048  1.837  -4.132
C  2.309  0.930  -4.868
C  1.215  0.309  -4.284
C  0.879  0.590  -2.962
N  -0.209  -0.005  -2.290
C  -1.272  -0.524  -2.927
O  -1.500  -0.605  -4.128
C  -2.352  -0.993  -1.973
C  -3.548  -1.474  -2.482
C  -4.548  -1.824  -1.593
C  -4.331  -1.671  -0.230
C  -3.116  -1.168  0.195
N  -2.150  -0.833  -0.662
C  0.970  3.450  0.931
C  1.588  3.650  2.166
C  0.943  4.413  3.117
C  -0.281  4.984  2.791
C  -0.795  4.758  1.525
N  -0.197  3.999  0.608
H  3.319  2.830  -2.265
H  3.902  2.332  -4.576
H  2.574  0.701  -5.892
H  0.616  -0.396  -4.837
H  -3.652  -1.557  -3.554
H  -5.493  -2.210  -1.954
H  -5.088  -1.938  0.494
H  -2.884  -1.033  1.242
H  2.565  3.218  2.337
H  1.388  4.577  4.090
H  -0.821  5.605  3.494
H  -1.737  5.209  1.229
C  -1.384  -1.529  3.346
O  -0.658  -1.261  2.169
Si  0.952  -1.744  1.934
C  1.103  -3.397  2.819
C  1.996  -0.576  2.995
C  1.146  -1.572  0.126
Si  3.000  -1.459  -0.255
C  3.846  0.171  0.123
C  4.036  -2.683  0.763
C  3.421  -1.804  -2.055
Si  0.513  -3.154  -0.690
C  -1.169  -3.767  -0.052
C  1.619  -4.663  -0.393
C  0.355  -3.110  -2.573
H  -1.735  -2.566  3.361
H  -2.255  -0.871  3.396
H  -0.790  -1.360  4.252
H  0.886  -3.255  3.882
H  2.121  -3.784  2.747
H  0.427  -4.162  2.435
H  1.575  -0.509  4.004
H  2.084  0.432  2.585
H  3.012  -0.958  3.103
H  4.923  -0.028  0.102
H  3.621  0.599  1.100
H  3.648  0.937  -0.622
H  4.032  -2.465  1.833
H  5.070  -2.553  0.424
H  3.781  -3.732  0.635
H  2.967  -1.066  -2.723
H  3.141  -2.799  -2.403
H  4.507  -1.711  -2.154
H  -1.346  -3.585  1.010
H  -1.186  -4.851  -0.207
H  -2.012  -3.359  -0.609
H  1.792  -4.894  0.658
H  2.587  -4.598  -0.891
H  1.086  -5.511  -0.836
H  -0.685  -3.027  -2.894
H  0.733  -4.054  -2.975
H  0.918  -2.304  -3.043
C  -1.526  1.877  3.892
C  -2.831  2.286  3.688
C  -3.311  2.342  2.392
C  -2.481  1.975  1.340
N  -1.251  1.481  1.549
C  -0.787  1.465  2.797
C  -2.827  2.254  -0.074
C  -3.983  2.921  -0.456
C  -4.132  3.298  -1.780
C  -3.115  3.025  -2.675
C  -2.008  2.327  -2.220
N  -1.882  1.923  -0.959
H  -1.079  1.856  4.876
H  -3.457  2.587  4.517
H  -4.310  2.703  2.202
H  0.220  1.104  2.928
H  -4.754  3.160  0.260
H  -5.026  3.817  -2.100
H  -3.168  3.332  -3.709
H  -1.195  2.079  -2.890

Calculated values
- HOMO level (alpha / beta): -7.22 / -7.21 eV
- Multiplicity: 2
- Frontier orbital gap (alpha / beta): 6.5 / 6.4 eV

Atom charges from the Löwdin analysis, given in e for atoms 1 to 5: 1.0322 0.0444 -0.4646 0.0156 -0.2077

***

Version x
C38H47N6O3Si3Ti | ωB97M-V with the def2-TZVPD basis set

Atoms and positions in Å:
Ti  0.740  -0.648  -0.461
O  3.559  -3.074  1.817
C  2.828  -2.102  1.652
N  2.411  -1.632  0.452
C  3.088  -2.207  -0.660
C  4.470  -2.346  -0.771
C  5.016  -2.909  -1.912
C  4.192  -3.350  -2.945
C  2.819  -3.213  -2.842
C  2.272  -2.634  -1.701
N  0.900  -2.352  -1.522
C  -0.043  -3.269  -1.834
O  0.108  -4.452  -2.088
C  -1.380  -2.599  -2.051
C  -2.358  -3.250  -2.776
C  -3.384  -2.489  -3.320
C  -3.382  -1.122  -3.110
C  -2.409  -0.576  -2.285
N  -1.437  -1.299  -1.747
C  2.401  -1.369  2.912
C  2.856  -1.877  4.125
C  2.519  -1.219  5.291
C  1.740  -0.074  5.209
C  1.345  0.359  3.958
N  1.665  -0.267  2.824
H  5.108  -2.036  0.046
H  6.090  -3.023  -1.991
H  4.622  -3.807  -3.827
H  2.165  -3.565  -3.630
H  -2.249  -4.311  -2.956
H  -4.153  -2.953  -3.925
H  -4.138  -0.482  -3.543
H  -2.396  0.482  -2.046
H  3.453  -2.777  4.111
H  2.860  -1.589  6.251
H  1.444  0.477  6.092
H  0.737  1.250  3.859
C  -0.180  -2.987  1.399
O  -0.340  -1.622  0.970
Si  -1.666  -0.669  1.610
C  -3.100  -1.829  1.281
C  -1.582  -0.754  3.482
C  -1.598  0.888  0.687
Si  -0.705  2.481  1.035
C  1.106  2.549  1.592
C  -0.654  3.510  -0.574
C  -1.451  3.650  2.329
Si  -3.397  1.448  0.549
C  -3.734  3.027  -0.417
C  -4.733  0.318  -0.220
C  -4.174  1.700  2.257
H  -1.067  -3.562  1.138
H  -0.024  -3.022  2.478
H  0.683  -3.409  0.897
H  -2.987  -2.693  1.941
H  -3.156  -2.188  0.252
H  -4.055  -1.366  1.530
H  -2.459  -1.299  3.840
H  -1.597  0.239  3.940
H  -0.694  -1.268  3.848
H  1.641  1.609  1.629
H  1.151  2.987  2.592
H  1.635  3.224  0.913
H  0.377  3.765  -0.840
H  -1.187  4.456  -0.451
H  -1.107  2.986  -1.419
H  -1.613  3.142  3.285
H  -2.398  4.099  2.027
H  -0.740  4.465  2.501
H  -3.431  2.946  -1.465
H  -3.274  3.923  -0.005
H  -4.819  3.170  -0.394
H  -4.444  -0.686  -0.496
H  -5.149  0.800  -1.112
H  -5.545  0.225  0.508
H  -3.713  2.473  2.868
H  -4.140  0.766  2.831
H  -5.230  1.957  2.123
C  4.243  2.128  0.226
C  4.066  3.101  -0.734
C  3.020  2.955  -1.631
C  2.192  1.856  -1.525
N  2.323  0.934  -0.564
C  3.345  1.077  0.284
C  1.232  1.498  -2.605
C  0.904  2.355  -3.638
C  0.237  1.843  -4.738
C  -0.024  0.486  -4.776
C  0.280  -0.278  -3.664
N  0.833  0.224  -2.558
H  5.055  2.171  0.938
H  4.737  3.947  -0.802
H  2.873  3.667  -2.430
H  3.424  0.321  1.047
H  1.175  3.400  -3.586
H  -0.049  2.488  -5.559
H  -0.477  0.017  -5.637
H  0.080  -1.338  -3.648

Calculated values
- HOMO level (alpha / beta): -7.14 / -7.27 eV
- Multiplicity: 2
- Frontier orbital gap (alpha / beta): 6.3 / 6.4 eV

Atom charges from the Löwdin analysis, given in e for atoms 1 to 5: 1.1002 0.0441 -0.4805 -0.0224 -0.2220

***

Preferred: version w; penalty for the next structure: 177.1 kJ/mol.